(1)
Molecular formula: C2HN5O
Method: DFT, wB97M-V/def2-TZVPD

Structure (XYZ):
```
9
Properties=species:S:1:pos:R:3:forces:R:3
C 0.812 -0.043 -0.569 3.9 -1.3 -1.2
C -1.068 -0.696 0.887 -0.5 -0.4 -0.4
H -1.517 -1.527 1.472 0.4 0.7 -0.4
N -0.248 -0.681 -1.277 -0.3 1.0 0.1
N -1.228 -0.903 -0.570 -0.8 -0.8 1.5
N -0.556 0.303 1.498 0.0 0.2 -1.2
N -0.207 1.441 0.675 -2.9 0.9 4.3
N 0.505 1.346 -0.261 2.0 -1.7 -2.9
O 1.899 -0.573 -0.479 -1.9 1.2 0.3
```
Positions in Å, forces in eV/Å.

Results
energy relative to the best compared isomer or geometry (same formula, charge and spin) = 70.06 kcal per mole
F_max = 5.26 eV Å⁻¹
calculated total energy = -425.666309 a.u.
HOMO = -0.36949 Ha
SMILES = O=c1nncnnn1
gap between HOMO and LUMO = 8.58 eV

Here are the Mulliken charges for atoms 1 to 5, given in e:
1 C 0.704
2 C 0.086
3 H 0.365
4 N -0.097
5 N -0.202


(2)
Molecular formula: C2HNO2
Method: DFT, wB97M-V/def2-TZVPD

Structure (XYZ):
```
6
Properties=species:S:1:pos:R:3:forces:R:3
C 0.190 -0.566 0.123 -0.7 4.5 -0.3
C 0.607 -1.118 -1.006 0.0 -0.4 2.9
N -0.254 -0.909 1.378 -0.9 -1.4 3.9
O 0.974 -1.799 -1.824 0.6 -1.0 -2.4
O 0.069 -1.819 2.144 0.2 0.8 -2.9
H -0.078 0.591 0.155 0.8 -2.5 -1.2
```
Positions in Å, forces in eV/Å.

Results
energy relative to the best compared isomer or geometry (same formula, charge and spin) = 104.58 kcal per mole
F_max = 4.54 eV Å⁻¹
calculated total energy = -281.888456 a.u.
HOMO (spin up / spin down) = -0.32808 / -0.32790 Ha
SMILES = O=C=CN=O
gap between HOMO and LUMO (spin up / spin down) = 8.44 / 8.43 eV

Here are the Mulliken charges for atoms 1 to 5, given in e:
1 C -0.442
2 C 0.832
3 N -0.055
4 O -0.226
5 O -0.333


(3)
Molecular formula: C2HNO2
Method: DFT, wB97M-V/def2-TZVPD

Structure (XYZ):
```
6
Properties=species:S:1:pos:R:3:forces:R:3
C 0.131 0.409 0.304 -0.9 -1.5 0.0
C -0.052 -0.721 -0.637 -0.6 -7.3 -1.1
H -0.464 1.223 -1.110 2.7 2.8 2.5
N -0.226 -1.884 -0.920 0.9 6.1 0.8
O 0.166 1.579 -0.245 -2.8 0.0 -4.7
O 0.031 0.152 1.438 0.7 -0.1 2.4
```
Positions in Å, forces in eV/Å.

Results
energy relative to the best compared isomer or geometry (same formula, charge and spin) = 46.48 kcal per mole
F_max = 7.36 eV Å⁻¹
calculated total energy = -281.981044 a.u.
HOMO = -0.43570 Ha
SMILES = N#CC(=O)O
gap between HOMO and LUMO = 11.35 eV

Here are the Mulliken charges for atoms 1 to 5, given in e:
1 C 0.593
2 C 0.135
3 H 0.402
4 N -0.335
5 O -0.426


(4)
Molecular formula: C2HNO2S
Method: DFT, wB97M-V/def2-TZVPD

Structure (XYZ):
```
7
Properties=species:S:1:pos:R:3:forces:R:3
C 0.133 1.177 1.021 1.1 -0.4 0.8
C -0.807 1.025 0.040 -0.9 1.2 0.0
N 0.844 1.628 1.820 0.0 0.0 0.1
O -1.148 0.234 -0.790 -0.4 -0.9 -1.1
O 0.422 -1.596 0.453 0.4 0.0 1.0
S -0.190 -1.577 -0.862 0.5 0.6 -1.1
H 0.747 -0.891 -1.682 -0.7 -0.5 0.4
```
Positions in Å, forces in eV/Å.

Results
energy relative to the best compared isomer or geometry (same formula, charge and spin) = 128.76 kcal per mole
F_max = 1.55 eV Å⁻¹
calculated total energy = -680.054852 a.u.
HOMO (spin up / spin down) = -0.31278 / -0.31061 Ha
gap between HOMO and LUMO (spin up / spin down) = 7.22 / 7.12 eV

Here are the Mulliken charges for atoms 1 to 5, given in e:
1 C 0.297
2 C 0.205
3 N -0.327
4 O -0.304
5 O -0.446


(5)
Molecular formula: C2HNO2S2
Method: DFT, wB97M-V/def2-TZVPD

Structure (XYZ):
```
8
Properties=species:S:1:pos:R:3:forces:R:3
C 1.011 -0.351 0.110 0.4 0.0 -1.9
C -1.306 -0.556 0.253 1.5 2.8 -2.6
H 1.101 1.969 -0.276 -3.1 -5.0 0.8
N 0.408 0.816 -0.160 5.9 4.7 -0.5
O -0.854 0.838 0.183 -3.5 -1.2 1.0
O -0.052 -1.230 0.200 -2.7 -0.4 1.2
S 2.590 -0.761 -0.123 -0.9 0.1 0.6
S -2.898 -0.725 -0.187 2.3 -1.0 1.4
```
Positions in Å, forces in eV/Å.

Results
energy relative to the best compared isomer or geometry (same formula, charge and spin) = 95.32 kcal per mole
F_max = 7.54 eV Å⁻¹
calculated total energy = -1078.258009 a.u.
HOMO = -0.33395 Ha
gap between HOMO and LUMO = 8.22 eV

Here are the Mulliken charges for atoms 1 to 5, given in e:
1 C 0.265
2 C 0.415
3 H 0.431
4 N -0.191
5 O -0.164


(6)
Molecular formula: C2HNO3S
Method: DFT, wB97M-V/def2-TZVPD

Structure (XYZ):
```
8
Properties=species:S:1:pos:R:3:forces:R:3
C 0.199 -1.912 0.100 1.2 1.2 -0.2
C -1.066 -1.349 0.501 -0.8 -0.8 0.2
N -0.497 -0.786 -0.558 0.7 -1.4 0.1
O 1.293 -2.330 0.172 -0.1 -0.6 -0.3
O -3.325 0.861 -0.623 0.7 0.5 -0.8
O -1.988 -1.269 1.228 -0.8 -0.1 1.2
S -4.084 0.157 0.412 -1.0 -0.3 0.7
H -0.539 0.105 -0.973 0.0 1.4 -0.9
```
Positions in Å, forces in eV/Å.

Results
energy relative to the best compared isomer or geometry (same formula, charge and spin) = 92.32 kcal per mole
F_max = 1.71 eV Å⁻¹
calculated total energy = -755.341078 a.u.
HOMO (spin up / spin down) = -0.32536 / -0.32566 Ha
SMILES = O=c1[nH]c1=O.O=S
gap between HOMO and LUMO (spin up / spin down) = 7.70 / 7.69 eV

Here are the Mulliken charges for atoms 1 to 5, given in e:
1 C 0.309
2 C 0.508
3 N -0.158
4 O -0.398
5 O -0.354